The following is a quantum chemistry calculation of 15 unconnected molecules or ions with the total composition C24H61N14O34PS, from the OMol25 dataset.

Calculated values
Molecular weight   1152.86 g/mol
Charge   0
HOMO-LUMO gap   7.536 eV
HOMO energy   -8.09 eV
E   -5013.85465 hartree
Multiplicity   1

CARTESIAN COORDINATES (ANGSTROEM)
C -0.58 -4.85 -1.29
C 0.48 -3.62 -1.43
P 1.82 -3.93 -0.13
C 0.88 -4.02 1.55
C 1.44 -5.38 2.27
C 2.98 -2.45 0.08
O 4.35 -2.98 0.27
C 5.14 -1.80 0.07
O 5.99 -1.25 0.78
O 4.69 -1.33 -1.23
C 3.23 -1.44 -1.13
C 2.71 0.07 -1.04
C 2.06 0.45 0.38
C 1.77 2.01 0.59
S 0.05 2.50 0.11
O -0.83 1.32 -0.22
O 0.09 3.37 -1.13
O -0.60 3.35 1.43
H -0.08 -5.73 -0.73
H -1.48 -4.51 -0.68
H -0.91 -5.21 -2.33
H 1.00 -3.71 -2.46
H -0.06 -2.63 -1.29
H -0.25 -4.21 1.40
H 1.08 -3.10 2.21
H 1.35 -6.20 1.45
H 2.55 -5.15 2.49
H 0.84 -5.66 3.20
H 2.75 -2.05 1.13
H 2.94 -1.94 -2.13
H 2.04 0.34 -1.94
H 3.65 0.74 -1.15
H 2.83 0.13 1.18
H 1.13 -0.21 0.52
H 2.54 2.65 0.04
H 1.89 2.23 1.71
H -0.10 3.06 2.24
C -1.78 4.73 -2.84
N -2.64 5.82 -3.35
O -3.09 5.70 -4.48
O -2.85 6.77 -2.60
H -1.68 3.97 -3.61
H -0.81 5.17 -2.61
H -2.25 4.33 -1.95
C -5.58 7.87 -1.22
N -7.05 7.93 -1.40
O -7.57 7.08 -2.10
O -7.64 8.83 -0.82
H -5.20 7.03 -1.79
H -5.16 8.81 -1.60
H -5.38 7.75 -0.16
C -2.68 1.24 -3.35
N -2.36 0.04 -4.16
O -1.21 -0.09 -4.54
O -3.28 -0.73 -4.39
H -1.78 1.84 -3.23
H -3.45 1.81 -3.89
H -3.05 0.90 -2.39
C -3.31 -0.75 0.40
N -2.99 -1.95 -0.41
O -1.84 -2.08 -0.80
O -3.90 -2.73 -0.63
H -2.40 -0.16 0.52
H -4.07 -0.19 -0.13
H -3.67 -1.10 1.37
C 6.86 -3.13 -2.45
N 6.86 -3.62 -3.86
O 6.16 -4.58 -4.11
O 7.55 -3.02 -4.66
H 6.20 -3.76 -1.86
H 7.89 -3.19 -2.09
H 6.51 -2.10 -2.46
C 0.29 -5.66 6.99
N 0.85 -5.10 5.73
O 0.48 -3.98 5.40
O 1.64 -5.80 5.12
H -0.39 -4.93 7.42
H -0.24 -6.58 6.73
H 1.12 -5.86 7.66
C -1.94 -8.59 0.07
N -1.31 -7.61 0.99
O -2.02 -6.74 1.46
O -0.12 -7.75 1.21
H -3.00 -8.35 -0.04
H -1.43 -8.52 -0.89
H -1.81 -9.58 0.50
C -6.42 2.84 -0.33
N -6.10 1.63 -1.14
O -4.94 1.50 -1.52
O -7.01 0.86 -1.36
H -5.52 3.43 -0.21
H -7.18 3.40 -0.87
H -6.79 2.49 0.64
C 0.10 -10.89 3.30
N -1.25 -11.20 2.77
O -1.36 -11.28 1.55
O -2.14 -11.37 3.58
H 0.79 -10.77 2.47
H 0.02 -9.96 3.87
H 0.41 -11.72 3.94
C 0.41 6.74 0.40
N 1.46 6.98 1.41
O 2.39 7.70 1.10
O 1.33 6.42 2.49
H 0.66 7.29 -0.51
H 0.38 5.67 0.20
H -0.54 7.09 0.81
C 2.78 7.12 5.21
N 2.39 7.59 6.56
O 2.56 8.78 6.81
O 1.94 6.76 7.33
H 3.17 7.96 4.64
H 3.55 6.35 5.34
H 1.89 6.71 4.73
C 6.59 4.11 6.59
N 5.66 3.86 5.46
O 5.79 2.82 4.85
O 4.83 4.72 5.23
H 7.27 3.26 6.68
H 7.14 5.02 6.37
H 5.99 4.22 7.49
C 4.38 -1.95 -6.67
N 3.98 -1.46 -5.32
O 4.15 -0.27 -5.08
O 3.51 -2.28 -4.55
H 4.77 -1.11 -7.24
H 5.14 -2.71 -6.53
H 3.48 -2.36 -7.14
C -7.02 5.99 -5.74
N -7.47 4.65 -5.27
O -7.66 4.52 -4.07
O -7.61 3.79 -6.11
H -6.94 6.66 -4.88
H -6.05 5.86 -6.22
H -7.77 6.36 -6.44

The following is a quantum chemistry calculation of 2 unconnected molecules or ions with the total composition C2H7N3, from the OMol25 dataset.

Calculated values
SMILES string   [H]/N=C\N.C=N
Molecular weight   73.10 g/mol
Charge   0
HOMO-LUMO gap   10.062 eV
HOMO energy   -9.08 eV
E   -244.59044 hartree
Multiplicity   1

CARTESIAN COORDINATES (ANGSTROEM)
H 2.16 -2.07 0.56
N 1.29 -1.82 0.13
C 0.47 -1.11 0.82
N 0.89 -0.09 1.61
H -0.59 -1.01 0.55
H 1.87 0.06 1.75
H 0.34 0.44 2.26
C -0.93 0.87 -1.44
N -2.17 1.10 -1.28
H -0.35 -0.04 -1.38
H -0.44 1.80 -1.77
H -2.54 1.88 -1.81